# 1
Density functional theory data (ωB97M-V/def2-TZVPD) for 3 unconnected molecules or ions with the total composition C12H32O8P at a distorted geometry.

Element x y z (Å)
C 4.3111 1.5516 -0.1428
C 3.8659 0.9479 -1.4980
O 2.9634 -0.1337 -1.3062
C 3.1073 2.0457 -2.2893
O 2.2846 2.7892 -1.4155
P 0.6673 3.1203 -1.9715
O 0.0323 3.4931 -0.3450
C -1.2050 2.8221 -0.3013
C -0.9716 1.4172 -0.9283
C -2.0119 0.8813 -1.9177
O -1.5703 -0.3612 -2.4289
O -1.7627 -1.3286 -1.4012
O 0.2518 1.4387 -1.6424
H 3.4429 1.5299 0.5051
H 5.1053 0.9399 0.2959
H 4.6454 2.5721 -0.3190
H 4.7155 0.5584 -2.0648
H 2.3795 0.1059 -0.5756
H 2.5554 1.5324 -3.0808
H 3.8491 2.7366 -2.7282
H 1.0263 4.5155 -2.0669
H 0.9793 2.9325 -3.3666
H -0.6928 3.3686 -2.4398
H -2.0701 3.3989 -0.6487
H -1.4017 2.6759 0.7770
H -0.8647 0.7605 -0.0585
H -2.0064 1.5581 -2.7716
H -3.0265 0.7825 -1.5137
H -0.9348 -1.3857 -0.8974
C -4.0136 -4.0197 1.0326
C -2.7431 -3.5614 0.3309
C -2.2945 -4.5619 -0.7215
O -1.7135 -3.3658 1.3040
H -3.8468 -4.9702 1.5502
H -4.3184 -3.2906 1.7846
H -4.8319 -4.1516 0.3228
H -2.9122 -2.5981 -0.1393
H -2.0750 -5.5312 -0.2605
H -1.3823 -4.2185 -1.2086
H -3.0616 -4.7055 -1.4836
H -1.5543 -4.2116 1.7371
C -0.2672 -0.6835 2.3388
C 1.0660 -0.0270 2.6405
C 1.0242 0.7441 3.9524
O 1.4344 0.8361 1.5794
H -1.0531 0.0718 2.2416
H -0.2264 -1.2267 1.3970
H -0.5547 -1.3832 3.1254
H 1.8440 -0.7917 2.6919
H 0.2816 1.5451 3.9006
H 1.9900 1.2104 4.1518
H 0.7715 0.0900 4.7901
H 0.7732 1.5355 1.4836

Atoms 1-2, force components in eV/Å:
C 0.2 -0.8 -0.9
C -1.0 1.0 0.5

Its net charge is -1. For the orbital gap, the calculation gives 7.1212 eV.


# 2
Density functional theory data (ωB97M-V/def2-TZVPD) for a molecular structure, C12H33AgN4O6 at a distorted geometry.

Element x y z (Å)
Ag 0.2411 -0.1213 0.0934
N 1.2497 -3.1053 1.3270
O 2.2323 -2.5735 1.8043
O 0.3716 -2.3139 0.9415
O 1.1625 -4.2898 1.1064
C 4.5993 0.7931 -0.5349
C 3.1184 0.4983 -0.7948
C 2.8720 -0.9425 -1.2294
O 1.5463 -1.1385 -1.6213
C 1.4371 -2.1854 -2.5667
N 2.3738 0.7817 0.4168
H 5.1567 0.8159 -1.4714
H 5.0807 0.0864 0.1410
H 4.7806 1.7507 -0.0467
H 2.8081 1.2154 -1.5548
H 3.1737 -1.6553 -0.4619
H 3.4413 -1.0521 -2.1525
H 2.1886 -2.0987 -3.3514
H 0.4526 -2.1160 -3.0294
H 1.5824 -3.1453 -2.0712
H 3.0683 0.5895 1.1244
H 2.2276 1.7724 0.5482
C -0.5920 0.8326 4.5132
C -0.6490 0.1718 3.1306
C -2.0922 0.2359 2.6064
O -2.2085 -0.3804 1.3146
C -3.6100 -0.5778 0.9938
N 0.2659 0.8219 2.1477
H 0.4389 0.7797 4.8633
H -1.2821 0.4629 5.2717
H -0.7435 1.9045 4.3864
H -0.2750 -0.8513 3.1714
H -2.5436 1.2278 2.5852
H -2.7387 -0.2954 3.3049
H -3.8007 0.1033 0.1645
H -4.3889 -0.3958 1.7343
H -3.7323 -1.6318 0.7442
H 1.0748 0.8671 2.7508
H -0.1354 1.7487 2.1374
C -2.1429 2.8892 -2.3612
C -1.7516 1.7414 -1.4505
C -1.6967 0.3579 -2.2151
O -1.3066 -0.8052 -1.4076
C -1.9238 -1.9984 -1.8900
N -0.3983 1.8352 -0.9406
H -2.0943 3.7368 -1.6776
H -3.1215 2.7986 -2.8327
H -1.4392 3.0082 -3.1851
H -2.4229 1.6774 -0.5942
H -0.9758 0.2873 -3.0296
H -2.6652 0.2000 -2.6896
H -1.5433 -2.8178 -1.2801
H -1.5910 -2.1747 -2.9129
H -3.0121 -2.0322 -1.8391
H -0.2899 2.6909 -0.4151
H 0.2229 2.0163 -1.7160

Atoms 1-2, force components in eV/Å:
Ag -0.2 -1.1 1.0
N 2.6 -0.3 -0.3

The spin multiplicity is 2. Its net charge is +1. For the orbital gap (alpha / beta), the calculation gives 9.3975 / 5.5969 eV.


# 3
Density functional theory data (ωB97M-V/def2-TZVPD) for a molecular structure, C12H33AlO13S4 at a distorted geometry.

Element x y z (Å)
Al -15.1584 -12.3728 -24.5989
O -13.3150 -14.3982 -24.2334
H -12.8792 -15.1826 -23.8453
O -13.3737 -11.1488 -22.0669
S -12.2304 -11.2865 -21.1963
O -11.5256 -10.1554 -20.6393
O -12.6776 -12.2340 -19.9556
C -12.0385 -12.0146 -18.6925
C -12.3105 -13.2113 -17.7943
C -11.0334 -12.3791 -21.9437
H -12.3056 -11.0669 -18.2252
H -10.9567 -11.9202 -18.8361
H -13.3793 -13.2542 -17.5756
H -11.9265 -13.0171 -16.7900
H -11.7781 -14.0702 -18.1951
H -11.6829 -13.2037 -22.2547
H -10.3502 -12.7906 -21.2080
H -10.6017 -11.9179 -22.8263
O -16.1156 -15.3360 -24.6526
S -15.9655 -16.7572 -24.6842
O -15.5992 -17.4397 -25.9033
O -14.8089 -17.1119 -23.5663
C -14.2368 -18.4215 -23.6159
C -12.7053 -18.2953 -23.7597
C -17.3615 -17.6564 -23.9731
H -14.6599 -19.1164 -24.3357
H -14.3631 -18.7774 -22.5889
H -12.3100 -17.4456 -23.2070
H -12.2982 -18.1225 -24.7631
H -12.2854 -19.2677 -23.5001
H -18.1726 -17.5490 -24.6983
H -17.6303 -17.2239 -23.0166
H -17.1084 -18.7115 -24.0495
O -16.5793 -15.7948 -20.9389
S -15.6890 -14.6650 -20.8774
O -15.5493 -13.7068 -21.9511
O -16.0857 -13.8430 -19.5990
C -16.3817 -14.5404 -18.3508
C -16.6295 -13.5240 -17.2630
C -14.0606 -15.2467 -20.4313
H -15.6439 -15.3147 -18.1473
H -17.3226 -15.0638 -18.5395
H -17.0845 -12.6152 -17.6416
H -15.6777 -13.2976 -16.7710
H -17.1624 -13.9786 -16.4285
H -13.4241 -15.6675 -21.2012
H -14.1974 -16.0562 -19.7147
H -13.5899 -14.3800 -19.9641
O -12.0081 -12.8714 -28.8313
S -12.3665 -13.6379 -27.6798
O -13.5722 -13.3751 -26.9152
O -12.3899 -15.1906 -28.1810
C -13.0423 -16.1475 -27.3635
C -13.7264 -17.2087 -28.2138
C -10.9673 -13.6355 -26.5318
H -13.7964 -15.6591 -26.7320
H -12.4094 -16.6670 -26.6257
H -14.3787 -16.7315 -28.9459
H -14.2886 -17.8825 -27.5723
H -12.9825 -17.7845 -28.7670
H -10.5033 -12.6504 -26.5279
H -10.2021 -14.2512 -27.0101
H -11.2670 -14.0519 -25.5731

Atoms 1-2, force components in eV/Å:
Al 0.7 -1.4 0.8
O -0.1 0.8 -0.9

Its energy relative to the best compared isomer or geometry (same formula, charge and spin) is 186.3 kJ/mol. Its net charge is +2. For the orbital gap, the calculation gives 2.8157 eV.


# 4
Density functional theory data (ωB97M-V/def2-TZVPD) for a molecular structure, C12H33B2F8KN3O3 at a distorted geometry.

Element x y z (Å)
K 0.9999 -1.1969 -0.3071
B 3.6321 -1.9929 -3.2573
F 3.9198 -0.6799 -3.4356
F 2.7730 -2.4031 -4.2744
F 4.7327 -2.8101 -3.2451
F 3.0033 -2.1236 -2.0562
B 0.5468 -4.9418 -0.1719
F 1.5082 -5.7715 -0.6675
F -0.0228 -4.4324 -1.3024
F -0.3896 -5.7565 0.4889
F 1.0839 -3.9487 0.6353
C -0.2851 -0.2578 -4.7501
C -0.4017 -0.5405 -3.1962
C -1.8115 -0.5177 -2.5669
O -1.7524 -0.5202 -1.1526
C -2.9781 -0.3076 -0.4484
N 0.3318 -1.7658 -2.9596
H 0.7476 -0.1673 -5.0869
H -0.7862 0.6548 -5.0728
H -0.7808 -1.0655 -5.2886
H 0.1221 0.3194 -2.7788
H -2.4229 -1.3688 -2.8667
H -2.2499 0.3926 -2.9758
H -2.8270 -0.0904 0.6090
H -3.6918 -1.1313 -0.4345
H -3.5561 0.5163 -0.8671
H -0.1615 -2.4691 -3.4909
H 1.2515 -1.6977 -3.3715
C -1.2818 -2.0332 2.5591
C -0.6593 -0.7254 3.0421
C -0.9708 -0.3608 4.5296
O -2.3448 -0.1999 4.8144
C -3.0276 0.7948 4.1036
N 0.7621 -0.7106 2.8560
H -1.2121 -2.0541 1.4715
H -2.3449 -2.0556 2.7988
H -0.9237 -3.0274 2.8264
H -1.0829 0.0118 2.3600
H -0.4170 0.5204 4.8534
H -0.4433 -1.0920 5.1421
H -3.9996 0.9166 4.5816
H -3.1554 0.5549 3.0481
H -2.4965 1.7455 4.1498
H 1.2286 0.1354 3.1506
H 1.1136 -1.4057 3.4989
C -0.8295 2.8812 0.3858
C 0.4605 2.6942 -0.3986
C 1.3321 3.9831 -0.5384
O 1.7612 4.4027 0.7652
C 3.1230 4.0665 1.1667
N 1.2371 1.6441 0.1977
H -0.6180 3.2689 1.3823
H -1.4614 1.9978 0.4783
H -1.4346 3.6385 -0.1126
H 0.2770 2.3941 -1.4303
H 0.7293 4.8231 -0.8836
H 2.2130 3.8693 -1.1703
H 3.8056 4.0561 0.3170
H 3.1244 3.0884 1.6477
H 3.4510 4.8395 1.8617
H 1.4528 1.8466 1.1634
H 2.0969 1.5653 -0.3263

Atoms 1-2, force components in eV/Å:
K 0.1 -0.9 -0.1
B 0.3 -1.2 -0.4

Its net charge is -1. For the orbital gap, the calculation gives 8.2002 eV.


# 5
Density functional theory data (ωB97M-V/def2-TZVPD) for a molecular structure, C12H33BFN11O21S2 at a distorted geometry.

Element x y z (Å)
C 2.4826 0.7992 1.3019
C 1.3004 1.3459 0.2943
B 0.0141 1.6846 1.2378
O 0.1904 2.7364 2.2631
N -1.3681 1.0587 1.1408
N -2.1544 1.6220 0.1346
C -3.1408 2.2876 0.7894
S -4.1174 3.2832 1.7436
S -1.3230 -0.6693 1.0788
O -1.7616 -1.2616 -0.2564
O -0.0141 -1.2905 1.5237
F -2.5059 -1.2059 2.2198
H 2.7058 -0.2998 0.9536
H 3.4856 1.3849 1.1655
H 2.1460 0.7354 2.4053
H 1.7466 2.2912 -0.2408
H 1.0280 0.5365 -0.5124
H -0.0608 2.3905 3.1602
C 2.1405 6.2981 2.6031
N 1.7900 5.0871 1.8115
O 2.2909 4.9800 0.6954
O 1.0194 4.2776 2.3376
H 2.8223 6.9166 2.0186
H 1.2143 6.8349 2.8101
H 2.6184 5.9621 3.5239
C -2.9381 -0.8931 -3.3576
N -3.3808 -0.5218 -4.7279
O -4.1214 0.4508 -4.8359
O -2.9708 -1.2180 -5.6497
H -3.3752 -0.1939 -2.6449
H -3.2846 -1.9086 -3.1636
H -1.8494 -0.8348 -3.3363
C -1.4034 -4.2723 1.9623
N -0.5527 -5.4881 1.8702
O 0.6631 -5.3273 1.9202
O -1.1313 -6.5622 1.7509
H -0.7601 -3.3988 2.0648
H -1.9920 -4.2125 1.0462
H -2.0435 -4.3838 2.8382
C 4.8369 0.5917 5.3401
N 4.3910 0.9654 3.9717
O 3.6534 1.9412 3.8667
O 4.7966 0.2669 3.0493
H 4.4045 1.2921 6.0547
H 4.4874 -0.4228 5.5344
H 5.9260 0.6459 5.3572
C -5.8522 2.7591 -6.5890
N -6.4932 4.0664 -6.2880
O -5.8052 4.9151 -5.7294
O -7.6654 4.1979 -6.6221
H -4.8200 2.7840 -6.2396
H -6.4175 1.9872 -6.0659
H -5.8902 2.6151 -7.6686
C 3.7782 -5.5419 0.8381
N 5.2501 -5.5729 1.0484
O 5.9607 -5.2276 0.1087
O 5.6444 -5.9422 2.1489
H 3.5744 -5.1970 -0.1756
H 3.4036 -6.5555 0.9831
H 3.3555 -4.8545 1.5715
C -2.8238 2.7708 -9.1038
N -4.0870 2.6254 -9.8751
O -5.0274 3.3471 -9.5563
O -4.0932 1.7929 -10.7740
H -2.9620 3.5398 -8.3436
H -2.6074 1.8066 -8.6424
H -2.0410 3.0589 -9.8061
C 7.5298 -2.5061 1.3984
N 7.8840 -1.5415 2.4733
O 7.1657 -1.5183 3.4668
O 8.8717 -0.8395 2.2839
H 6.6394 -3.0577 1.6997
H 7.3393 -1.9321 0.4910
H 8.3763 -3.1812 1.2700
C -5.4124 -1.5834 4.9988
N -4.1806 -2.2269 5.5278
O -3.5698 -2.9767 4.7737
O -3.8681 -1.9579 6.6820
H -5.5666 -1.9104 3.9704
H -6.2440 -1.8950 5.6315
H -5.2640 -0.5039 5.0421

Atoms 1-2, force components in eV/Å:
C 0.3 -1.3 -1.0
C 0.1 0.0 -0.2

For the orbital gap, the calculation gives 7.5262 eV.


# 6
Density functional theory data (ωB97M-V/def2-TZVPD) for a molecular structure, C12H33I2N5O2SiSn at a distorted geometry.

Element x y z (Å)
Sn 0.6948 0.4897 -0.1728
C 3.2350 3.3463 3.1671
O 2.2077 3.9734 2.3912
C 1.4463 3.2247 1.6396
O 1.5462 2.0014 1.5439
N 0.5272 3.9457 0.9758
N -0.4245 3.3151 0.1626
H 3.8693 4.1537 3.5215
H 3.8125 2.6505 2.5593
H 2.7946 2.8197 4.0137
H 0.5034 4.9472 1.1425
H -0.4180 3.7557 -0.7570
H -1.3558 3.4481 0.5589
N -2.1421 -4.2699 1.9788
C -2.2556 -2.8720 1.4652
C -3.0848 -2.8437 0.1939
C -3.1781 -1.4219 -0.3729
N -1.8968 -0.9741 -0.9613
C -3.6611 -0.4409 0.6991
C -2.9171 -0.5179 2.0340
N -1.5782 0.0770 1.9138
C -2.8606 -1.9684 2.5266
H -1.8000 -4.9058 1.2487
H -3.0499 -4.6130 2.3131
H -1.4338 -4.3335 2.7371
H -1.2514 -2.5215 1.2361
H -4.1014 -3.1835 0.3940
H -2.6448 -3.5030 -0.5545
H -3.9497 -1.4468 -1.1572
H -2.1174 -0.1586 -1.5263
H -1.5964 -1.6785 -1.6316
H -4.7137 -0.6467 0.8897
H -3.5874 0.5739 0.3060
H -3.5112 0.0434 2.7698
H -1.0650 -0.1078 2.7736
H -1.7046 1.0839 1.8841
H -3.8833 -2.2765 2.7512
H -2.2772 -2.0301 3.4457
I 1.3744 -1.7116 1.2408
I 1.2745 -4.3489 2.7095
C 4.1001 1.6909 -3.9525
Si 2.7640 0.5712 -3.1998
C 3.6015 -0.7429 -2.0988
C 1.5761 -0.2206 -4.4526
C 1.6284 1.6245 -2.0387
H 4.6220 1.1451 -4.7337
H 4.8413 1.9830 -3.2130
H 3.6939 2.5901 -4.4051
H 4.4286 -1.2118 -2.6207
H 2.9217 -1.5457 -1.8143
H 4.0134 -0.2973 -1.1925
H 2.1197 -0.6636 -5.2795
H 0.9028 0.5174 -4.8778
H 0.9773 -1.0130 -4.0094
H 0.7882 2.0587 -2.5842
H 2.1948 2.4390 -1.5807

Atoms 1-2, force components in eV/Å:
Sn 0.3 1.7 -0.7
C 0.5 -0.3 0.4

Its energy relative to the best compared isomer or geometry (same formula, charge and spin) is 105.9 kJ/mol. Its net charge is +2. For the orbital gap (alpha / beta), the calculation gives 6.2937 / 5.3550 eV.


# 7
Density functional theory data (ωB97M-V/def2-TZVPD) for 3 unconnected molecules or ions with the total composition C12H33N3O3 at a distorted geometry.

Element x y z (Å)
C -8.2920 -0.7988 8.0383
C -9.1204 -0.0672 9.1371
C -10.6289 0.0859 8.8750
O -10.7349 0.8576 7.6726
C -12.0391 1.5550 7.5499
N -8.9071 -0.7093 10.4503
H -8.7277 -0.6343 7.0528
H -8.3576 -1.8393 8.3565
H -7.2775 -0.4107 7.9474
H -8.9162 0.9989 9.2362
H -11.1740 0.5502 9.6968
H -11.1202 -0.8799 8.7572
H -11.8161 2.1954 6.6965
H -12.0473 2.2670 8.3752
H -12.8978 0.8948 7.4283
H -8.6312 -0.0069 11.1216
H -9.7472 -1.1692 10.7710
C -8.4585 3.4702 13.1904
C -7.7609 2.4730 12.1749
C -7.4372 3.1705 10.8020
O -8.6854 3.5001 10.2798
C -8.6376 4.2419 9.0914
N -6.4620 2.0083 12.6696
H -8.3724 3.0926 14.2092
H -9.4653 3.5932 12.7913
H -7.9858 4.4409 13.3400
H -8.4586 1.6422 12.0697
H -6.7271 2.6810 10.1353
H -6.7919 4.0334 10.9665
H -7.9431 3.8296 8.3595
H -8.1626 5.2101 9.2496
H -9.5871 4.3299 8.5635
H -6.4948 1.2400 13.3244
H -5.9834 1.6644 11.8493
C -3.8436 -1.7022 12.7614
C -5.2764 -2.0790 12.4667
C -6.1960 -2.5021 13.7141
O -5.5700 -3.6091 14.3660
C -6.2902 -4.1630 15.4952
N -6.0297 -0.9471 11.7776
H -3.7256 -0.8587 13.4416
H -3.1543 -1.5629 11.9286
H -3.4786 -2.4791 13.4331
H -5.2985 -2.9183 11.7716
H -7.2525 -2.6221 13.4742
H -6.1639 -1.7588 14.5107
H -7.3337 -4.2930 15.2084
H -6.2979 -3.3828 16.2563
H -5.8491 -5.0605 15.9291
H -5.6194 -0.8053 10.8656
H -6.9318 -1.3162 11.5129

Atoms 1-2, force components in eV/Å:
C -1.3 0.7 0.5
C -0.6 0.5 0.5

Its energy relative to the best compared isomer or geometry (same formula, charge and spin) is 0.0 kJ/mol. The spin multiplicity is 2. Its net charge is -1. For the orbital gap (alpha / beta), the calculation gives 1.8778 / 9.0860 eV.


# 8
Density functional theory data (ωB97M-V/def2-TZVPD) for a molecular structure, C12H33N3O5V at a distorted geometry.

Element x y z (Å)
O 2.3707 -1.9384 -1.5550
V 1.4794 -0.9274 -0.5733
O 2.4274 0.3382 -0.2169
C -0.9452 -4.0490 1.2287
C -0.0832 -2.7980 1.0707
C 1.3022 -3.1297 1.6167
O 2.2174 -2.0436 1.3986
C 3.5522 -2.2046 2.0098
N -0.1036 -2.5748 -0.3640
H -1.9083 -3.6996 0.8564
H -0.9521 -4.4225 2.2527
H -0.7727 -4.8772 0.5414
H -0.4191 -1.9095 1.6053
H 1.5455 -4.0231 1.0415
H 1.2593 -3.4955 2.6426
H 3.7566 -3.2667 2.1450
H 3.8311 -1.6341 2.8958
H 4.3111 -1.8968 1.2905
H -1.0907 -2.4792 -0.5551
H 0.3047 -3.3916 -0.7955
C 0.2171 2.1834 2.2507
C -0.5155 0.8575 2.0009
C -2.0737 0.8822 1.9981
O -2.7498 -0.3666 1.7308
C -4.1863 -0.3248 1.5139
N -0.2223 0.3487 0.7321
H 1.3000 2.1225 2.1427
H 0.0127 2.5777 3.2461
H -0.0991 2.9683 1.5637
H -0.2555 0.1130 2.7534
H -2.4322 1.6096 1.2698
H -2.3790 1.4527 2.8752
H -4.4626 0.5207 0.8839
H -4.6592 -0.1756 2.4846
H -4.6173 -1.2018 1.0309
H -0.5185 1.1831 0.2463
H -1.0605 -0.1738 0.5212
C -0.7071 1.5889 -4.0849
C 0.5244 1.3373 -3.2043
C 0.6745 2.4354 -2.0380
O 0.8919 3.6513 -2.8682
C 1.2502 4.8122 -2.0645
N 0.3620 0.0831 -2.4846
H -1.6934 1.4793 -3.6340
H -0.8581 0.7945 -4.8158
H -0.7334 2.5675 -4.5643
H 1.3758 1.2774 -3.8822
H 1.6117 2.3040 -1.4972
H -0.1566 2.6530 -1.3671
H 2.1612 4.5704 -1.5171
H 0.5226 5.1435 -1.3237
H 1.3950 5.7193 -2.6513
H -0.6376 -0.0523 -2.5344
H 0.6363 -0.5182 -3.2484

Atoms 1-2, force components in eV/Å:
O -1.2 -0.2 0.4
V 2.4 0.3 -1.7

The spin multiplicity is 2. For the orbital gap (alpha / beta), the calculation gives 5.8884 / 7.2792 eV.


E_tot across the listed records, respectively: -38628.91888, -35210.69248, -89508.59790, -63024.50998, -97400.15933, -54422.39312, -23587.63851, -53371.04736 eV.